No. 1
Below is C31H25N5NiOS2 as an isolated structure, with properties calculated with wB97M-V/def2-TZVPD.

For the LUMO energy (spin up / spin down), the calculation gives -0.63 / -0.62 eV.

```
65
Properties=species:S:1:pos:R:3:forces:R:3:lowdin_charge:R:1
Ni -1.4657 -1.0054 0.3056 -1.019 -1.575 0.472 0.3322
C 1.0371 -0.8387 -2.1038 -0.137 -0.024 -0.127 -0.0062
C 0.8710 -0.0359 -0.8466 0.131 -0.014 0.025 -0.2995
N 0.7120 -0.6761 0.2612 0.533 -0.079 0.757 0.0070
N 1.0230 0.0110 1.4493 -0.310 -0.084 -0.253 -0.0143
C 0.2827 -0.1681 2.4748 0.347 0.138 -0.169 -1.0499
S -1.2501 -1.0219 2.5581 0.317 0.255 -1.164 0.6578
S 0.8649 0.4977 4.0283 -0.210 0.061 -0.075 0.8611
C 1.5987 2.0988 3.5271 0.185 -0.224 -0.087 -0.4107
C 3.0786 2.0824 3.2213 -0.119 -0.058 0.047 -0.2890
C 3.5326 2.3121 1.9289 0.111 0.013 -0.044 -0.0398
C 4.8950 2.3082 1.6450 -0.027 0.006 0.021 -0.0824
C 5.8194 2.0717 2.6549 -0.074 0.011 0.006 -0.1031
C 5.3727 1.8459 3.9534 -0.057 0.007 -0.036 -0.0935
C 4.0119 1.8548 4.2312 0.002 -0.042 0.045 -0.0609
C 0.7591 1.4100 -0.9003 0.245 0.231 -0.093 -0.1392
C 1.6334 2.2555 -1.6004 0.012 -0.225 0.169 -0.0631
C 1.4728 3.6257 -1.5760 -0.121 0.032 0.084 -0.1250
C 0.3888 4.1526 -0.8545 -0.023 -0.001 0.003 -0.1042
C -0.5203 3.3367 -0.2123 0.016 0.113 -0.103 -0.0251
C -0.3944 1.9214 -0.2341 -0.592 -0.227 0.100 -0.3587
O -1.3117 1.1538 0.2731 0.505 0.992 -0.139 -0.1460
H 1.4406 -1.8282 -1.8852 -0.043 0.055 -0.008 0.0744
H 0.0866 -0.9437 -2.6442 0.135 0.079 0.053 0.0785
H 1.7189 -0.3090 -2.7733 -0.016 -0.053 0.022 0.0792
H 1.0208 2.4527 2.6750 0.022 0.035 -0.018 0.0730
H 1.3955 2.7449 4.3810 -0.002 0.049 0.004 0.0727
H 2.8130 2.4901 1.1403 -0.038 -0.024 -0.071 0.0975
H 5.2319 2.4901 0.6282 -0.041 -0.021 0.115 0.1000
H 6.8820 2.0676 2.4349 -0.085 -0.004 0.018 0.0959
H 6.0868 1.6629 4.7494 -0.057 0.017 -0.048 0.0979
H 3.6642 1.6712 5.2458 0.056 0.016 -0.108 0.1102
H 2.4885 1.8227 -2.1197 -0.142 0.034 0.068 0.1077
H 2.1731 4.2792 -2.0837 -0.070 -0.057 0.044 0.0894
H 0.2564 5.2318 -0.8123 0.010 -0.131 0.024 0.0968
H -1.3681 3.7529 0.3255 0.091 -0.018 -0.074 0.1049
C -4.7587 1.6932 0.5916 -0.065 0.081 0.054 -0.0328
C -5.1693 1.7385 -0.7255 -0.068 0.021 -0.120 -0.0431
C -4.7210 0.7641 -1.6082 -0.187 0.190 -0.117 -0.0031
C -3.8792 -0.2154 -1.1289 0.203 -0.262 -0.135 -0.2006
N -3.4814 -0.2617 0.1478 0.268 -0.041 0.220 0.0630
C -3.8993 0.6804 0.9858 0.046 -0.084 0.137 -0.1101
C -3.3167 -1.2999 -1.9778 -0.057 0.282 0.323 -0.1688
C -3.8903 -1.7536 -3.1511 -0.127 -0.030 -0.183 0.0065
C -3.3240 -2.8512 -3.7745 -0.089 -0.061 -0.156 -0.0312
C -2.2430 -3.4919 -3.1933 -0.048 -0.083 -0.092 0.0048
C -1.7199 -2.9788 -2.0195 0.198 -0.100 0.248 -0.1861
N -2.2276 -1.8750 -1.4683 0.481 0.586 0.387 0.1255
C -0.6402 -3.6390 -1.2304 -0.233 0.268 -0.181 -0.2302
C 0.2169 -4.5869 -1.7599 0.159 -0.164 -0.189 -0.0177
C 1.1693 -5.1493 -0.9233 0.013 -0.032 -0.020 -0.0512
C 1.2303 -4.7397 0.3997 0.093 -0.079 0.033 -0.0360
C 0.3465 -3.7628 0.8320 0.042 0.068 0.154 -0.1118
N -0.5670 -3.2308 0.0329 -0.199 0.133 0.154 0.0937
H -5.0706 2.4448 1.3060 0.012 -0.072 -0.046 0.1131
H -5.8232 2.5289 -1.0747 0.044 -0.035 0.021 0.1124
H -5.0010 0.7882 -2.6550 0.018 0.012 0.101 0.1125
H -3.5157 0.6160 1.9980 -0.001 0.034 -0.102 0.0916
H -4.7776 -1.2815 -3.5517 0.050 -0.028 0.030 0.1152
H -3.7563 -3.2381 -4.6908 0.043 0.032 0.070 0.1168
H -1.8394 -4.3956 -3.6260 0.004 0.007 -0.002 0.1125
H 0.1674 -4.8600 -2.8092 0.001 0.005 0.153 0.1117
H 1.8591 -5.8928 -1.3062 -0.037 0.054 0.038 0.1113
H 1.9592 -5.1552 1.0873 -0.087 0.054 -0.097 0.1111
H 0.3712 -3.3721 1.8472 -0.012 -0.036 -0.141 0.0949
```
Forces are in eV/Å.

***

No. 2
Below is C31H25N5O2S3W as an isolated structure, with properties calculated with wB97M-V/def2-TZVPD.

Its expectation value of S² is 2.02. As for the total charge: +2. The multiplicity is 3. For the LUMO energy (spin up / spin down), the calculation gives -6.45 / -6.82 eV.

```
67
Properties=species:S:1:pos:R:3:forces:R:3:lowdin_charge:R:1
W -0.0648 -0.0086 0.1636 0.323 -0.221 0.507 1.7139
C 1.2122 -1.5384 -2.3474 0.004 0.001 -0.003 -0.0797
C 0.0856 -1.9172 -1.5970 0.099 -0.008 -0.048 -0.2003
C -1.2005 -1.7134 -2.1341 0.005 0.005 0.025 -0.0885
C -1.3427 -1.0899 -3.3620 -0.005 0.007 -0.035 -0.0598
C -0.2192 -0.6650 -4.0619 -0.020 -0.003 -0.012 -0.0253
C 1.0583 -0.8900 -3.5596 0.014 -0.019 0.009 -0.0410
H 2.1994 -1.8004 -1.9944 -0.036 -0.017 -0.034 0.1003
H 0.2316 -2.5914 -0.7612 -0.020 -0.011 0.015 0.0902
H -2.0760 -2.0648 -1.6044 0.012 -0.003 -0.012 0.1093
H -2.3296 -0.9489 -3.7840 0.004 -0.001 0.005 0.1265
H -0.3392 -0.1796 -5.0222 0.004 -0.002 0.005 0.1283
H 1.9255 -0.5941 -4.1343 -0.007 -0.003 0.002 0.1254
S -3.1269 1.9482 2.9488 0.066 -0.012 -0.004 1.2118
C -2.2388 3.2444 2.2040 0.002 -0.018 -0.022 -0.4342
C -2.4742 4.6119 2.3171 -0.011 -0.003 0.014 -0.0500
C -1.6923 5.4638 1.5653 -0.009 0.032 0.011 -0.0420
C -0.6970 4.9638 0.7184 0.021 -0.019 -0.014 -0.0409
C -0.4465 3.6087 0.6212 -0.061 0.008 -0.017 -0.0497
C -1.2301 2.7376 1.3819 0.036 0.005 0.026 -0.3126
N -1.1665 1.3341 1.4142 -0.032 0.039 0.027 -0.0744
C -2.1298 0.8154 2.1569 -0.018 0.066 -0.087 -0.5234
C -2.3311 -0.6184 2.1011 0.010 -0.005 0.023 -0.2609
C -3.2319 -1.2778 2.9356 -0.005 0.005 -0.034 -0.0165
C -3.4415 -2.6325 2.7640 -0.001 -0.013 -0.011 -0.0320
C -2.7591 -3.3025 1.7544 -0.022 -0.016 0.016 -0.0369
C -1.8510 -2.6346 0.9439 0.042 -0.022 -0.036 -0.1249
C -1.5886 -1.2675 1.0928 -0.067 0.058 -0.121 -0.2333
H -3.2582 4.9924 2.9582 0.006 -0.007 -0.007 0.1255
H -1.8603 6.5307 1.6196 -0.005 -0.009 0.002 0.1228
H -0.1139 5.6532 0.1222 -0.003 -0.006 0.006 0.1218
H 0.3310 3.2369 -0.0305 -0.006 -0.011 -0.022 0.0994
H -3.7722 -0.7378 3.7046 0.007 0.006 -0.011 0.1153
H -4.1406 -3.1622 3.3967 0.008 0.005 -0.004 0.1238
H -2.9359 -4.3590 1.5973 0.003 0.010 0.004 0.1225
H -1.3510 -3.2263 0.1869 0.010 0.028 0.033 0.0910
O 0.2375 1.2109 -1.5564 -0.046 -0.030 -0.001 -0.1596
N -1.0318 1.1000 -1.2804 -0.223 0.094 -0.086 -0.1938
C -1.9813 1.7614 -1.8302 0.018 0.096 -0.023 -0.2497
C -1.7309 2.6681 -2.9047 0.040 0.074 -0.070 -0.1191
N -1.4920 3.3875 -3.7666 -0.012 -0.031 0.025 0.2412
C -3.2799 1.5548 -1.2663 -0.148 -0.071 0.029 -0.1254
N -4.2805 1.3483 -0.7425 0.032 0.030 0.000 0.2363
S 2.1541 -3.0716 3.0618 -0.026 -0.020 -0.021 1.1862
C 0.9422 -2.1158 2.3683 0.072 0.061 0.069 -0.4266
N 1.2820 -1.3933 1.3272 -0.102 0.039 -0.070 -0.1392
C 2.6437 -1.5825 1.0306 0.045 -0.002 -0.074 -0.3321
C 3.3811 -0.9521 0.0211 0.036 -0.031 0.055 -0.0811
C 4.7130 -1.2809 -0.1234 -0.032 0.013 -0.010 -0.0466
C 5.3289 -2.2171 0.7183 0.024 -0.016 -0.004 -0.0390
C 4.6219 -2.8312 1.7279 0.008 0.001 0.026 -0.0476
C 3.2764 -2.4968 1.8764 -0.028 0.048 -0.005 -0.4388
H -0.0526 -2.1034 2.7854 -0.021 -0.018 -0.022 0.0854
H 2.9237 -0.2191 -0.6286 0.009 0.026 0.013 0.0999
H 5.2952 -0.8088 -0.9042 -0.004 -0.001 0.003 0.1241
H 6.3734 -2.4573 0.5741 -0.005 0.000 0.006 0.1242
H 5.0949 -3.5469 2.3869 -0.006 0.002 -0.009 0.1265
C 3.7768 2.0860 1.7564 -0.016 -0.035 0.019 -0.1882
S 2.2316 1.3136 2.2027 0.043 0.117 -0.164 0.9918
C 1.5313 2.6575 3.1493 -0.008 -0.017 -0.022 -0.2053
O 1.4749 1.2915 0.8383 0.067 -0.110 0.162 -0.6576
H 3.5762 3.0137 1.2229 -0.031 -0.011 0.001 0.0834
H 4.3358 1.3876 1.1379 -0.036 -0.007 0.011 0.0529
H 4.3221 2.2775 2.6809 0.002 -0.001 -0.006 0.0822
H 2.1834 2.7945 4.0133 0.004 -0.027 -0.006 0.0820
H 0.5398 2.3683 3.4901 -0.001 -0.021 -0.016 0.0611
H 1.4886 3.5623 2.5469 0.000 0.002 -0.006 0.0710
```
Forces are in eV/Å.

***

No. 3
Below is C31H26BrF3N4O4RuS2 as an isolated structure, with properties calculated with wB97M-V/def2-TZVPD.

Its expectation value of S² is 0.76. As for the total charge: +1. The multiplicity is 2. For the LUMO energy (spin up / spin down), the calculation gives -4.03 / -4.01 eV.

```
72
Properties=species:S:1:pos:R:3:forces:R:3:lowdin_charge:R:1
Ru -0.0902 2.0543 -0.5312 0.679 0.126 0.500 0.9958
S 0.7757 1.0247 1.4556 0.066 0.257 0.020 0.8422
C 0.9596 -0.5532 0.9264 -0.019 -0.004 -0.051 -0.6094
N 1.2512 -1.5736 1.6975 0.030 -0.024 -0.011 -0.0625
C 1.2806 -2.9302 1.1446 0.015 0.018 0.009 -0.0646
C 0.2195 -3.0589 0.0849 0.046 -0.030 -0.048 -0.0644
N 0.4117 -1.9994 -0.9175 0.011 0.023 0.013 -0.0368
C 0.0842 -2.3542 -2.3119 -0.008 0.000 0.019 -0.0842
C 1.1454 -3.2430 -2.9055 0.012 -0.016 0.001 -0.2200
C 2.3942 -2.7166 -3.2269 0.004 -0.009 0.003 -0.0346
C 3.3811 -3.5366 -3.7487 0.002 0.003 0.002 -0.0627
C 3.1267 -4.8868 -3.9552 -0.007 -0.007 -0.001 -0.0693
C 1.8834 -5.4144 -3.6434 0.004 0.007 0.001 -0.0655
C 0.8946 -4.5933 -3.1174 -0.001 0.010 -0.013 -0.0460
C 0.7910 -0.8178 -0.5439 0.022 -0.015 -0.040 -0.5843
S 1.1697 0.4696 -1.6140 -0.145 -0.274 -0.227 0.8231
C 1.5077 -1.4321 3.1421 0.041 -0.017 0.011 -0.0916
C 0.3762 -2.0162 3.9434 -0.023 -0.035 0.045 -0.2201
C 0.5393 -3.2195 4.6205 0.006 0.027 0.012 -0.0505
C -0.5206 -3.7740 5.3248 -0.024 0.012 0.002 -0.0678
C -1.7484 -3.1290 5.3462 0.018 -0.019 0.002 -0.0660
C -1.9156 -1.9263 4.6718 -0.006 0.013 0.000 -0.0540
C -0.8556 -1.3685 3.9770 -0.021 -0.012 -0.012 -0.0279
H 1.0684 -3.6227 1.9570 0.002 0.008 0.012 0.1346
H 2.2763 -3.1436 0.7453 -0.001 0.006 0.012 0.1504
H -0.7827 -2.9459 0.4998 -0.025 0.000 0.001 0.1301
H 0.3133 -4.0156 -0.4251 0.019 0.011 -0.008 0.1364
H -0.0301 -1.4249 -2.8644 -0.004 -0.002 -0.002 0.1001
H -0.8786 -2.8651 -2.2727 -0.004 -0.005 0.010 0.1436
H 2.5912 -1.6604 -3.0817 0.001 0.005 0.001 0.0927
H 4.3471 -3.1216 -4.0036 0.000 0.000 0.000 0.1112
H 3.8971 -5.5246 -4.3674 0.000 -0.001 0.000 0.1103
H 1.6791 -6.4629 -3.8133 0.000 -0.001 0.000 0.1105
H -0.0824 -5.0040 -2.8874 0.000 0.001 0.004 0.1166
H 1.6475 -0.3740 3.3492 0.023 -0.022 0.022 0.0910
H 2.4456 -1.9499 3.3528 -0.015 -0.008 -0.012 0.1401
H 1.5026 -3.7183 4.6134 -0.002 0.002 -0.008 0.1154
H -0.3856 -4.7059 5.8573 -0.002 0.000 0.000 0.1091
H -2.5759 -3.5609 5.8929 0.000 -0.002 0.001 0.1097
H -2.8720 -1.4209 4.6871 0.013 -0.007 0.000 0.1079
H -0.9856 -0.4261 3.4576 0.006 -0.019 0.015 0.0927
O 2.0680 4.5272 -2.8976 -0.080 -0.062 0.048 0.1100
C 1.2507 3.8280 -2.3502 -0.052 0.147 -0.015 -0.5708
O 1.3858 3.2840 -1.1678 0.076 -0.209 0.128 -0.2346
C -0.0791 3.5288 -3.0105 0.029 -0.007 0.034 -0.1755
C -0.4389 4.0533 -4.2354 -0.019 -0.013 -0.032 0.0316
C -1.6822 3.7246 -4.7522 -0.008 -0.028 0.041 -0.0181
C -2.5168 2.8797 -4.0302 0.044 0.016 -0.005 -0.0249
C -2.0884 2.3909 -2.8102 0.004 0.031 -0.092 -0.1324
N -0.8927 2.7225 -2.3199 0.084 0.164 0.101 -0.0638
H 0.2625 4.6983 -4.7454 -0.004 0.006 0.000 0.1322
H -2.0002 4.1188 -5.7080 0.000 0.002 0.002 0.1199
H -3.4925 2.6024 -4.4024 0.002 -0.005 -0.005 0.1168
H -2.6888 1.7321 -2.1988 -0.012 -0.015 0.013 0.1075
F -2.3352 1.9214 2.0444 0.041 -0.201 0.037 0.0803
C -3.0424 0.8947 1.5305 -0.005 0.049 0.053 -0.5669
F -4.0486 1.4199 0.8143 -0.036 -0.093 0.038 0.1240
F -3.5602 0.2115 2.5470 0.007 0.055 -0.053 0.1669
C -2.1631 -0.0023 0.6183 0.031 -0.102 -0.089 -0.5459
O -2.1516 -1.1995 0.8101 0.020 0.062 0.066 0.1076
O -1.5665 0.6201 -0.3351 -0.330 0.369 0.091 -0.2261
Br -2.7587 4.2589 0.0309 0.222 0.199 -0.034 0.8929
C -1.1297 4.8124 0.8174 -0.109 -0.179 0.216 -0.6933
C -1.0365 6.0975 1.3202 -0.009 0.018 0.019 -0.0880
C 0.1466 6.4669 1.9341 -0.018 0.018 0.007 -0.0280
C 1.1771 5.5451 2.0264 -0.001 0.055 0.057 -0.0254
C 0.9921 4.2893 1.4930 0.095 -0.080 -0.111 -0.1434
N -0.1487 3.9153 0.8995 -0.661 -0.145 -0.740 -0.0706
H -1.8714 6.7759 1.2313 0.009 0.004 -0.016 0.1089
H 0.2602 7.4647 2.3357 -0.001 0.005 -0.005 0.1225
H 2.1202 5.7965 2.4887 -0.005 -0.010 0.012 0.1191
H 1.7924 3.5630 1.5055 -0.024 -0.049 -0.051 0.0862
```
Forces are in eV/Å.

***

No. 4
Below is C31H26Cl3IrN3P2 as an isolated structure, with properties calculated with wB97M-V/def2-TZVPD.

Its expectation value of S² is 6.02. As for the total charge: +3. The multiplicity is 5. For the LUMO energy (spin up / spin down), the calculation gives -8.50 / -11.30 eV.

```
66
Properties=species:S:1:pos:R:3:forces:R:3:lowdin_charge:R:1
Ir -0.8937 -0.9541 0.3300 -0.067 -0.524 -0.262 1.1387
N 1.2199 1.3559 0.0597 -0.238 -0.246 -0.151 -0.2898
P 1.3602 -0.3662 0.0389 0.020 0.165 0.055 0.8318
C 2.4256 -0.7999 1.4019 0.024 -0.003 -0.156 -0.3944
C 3.6952 -0.2211 1.4894 0.039 -0.024 -0.008 -0.0688
C 4.5159 -0.5363 2.5584 -0.014 -0.008 -0.013 -0.0296
C 4.0777 -1.4321 3.5282 -0.005 -0.006 0.006 -0.0196
C 2.8223 -2.0183 3.4349 -0.006 -0.029 0.022 -0.0416
C 1.9905 -1.7028 2.3720 0.001 0.003 0.001 -0.1123
C 2.0622 -0.8606 -1.5183 0.167 0.075 0.048 -0.3692
C 2.9105 -1.9698 -1.5455 0.013 -0.004 0.000 -0.0693
C 3.4212 -2.4057 -2.7584 -0.001 -0.001 -0.009 -0.0336
C 3.0935 -1.7393 -3.9313 -0.010 0.011 0.012 -0.0215
C 2.2463 -0.6350 -3.9042 0.004 -0.012 -0.009 -0.0430
C 1.7243 -0.1967 -2.7012 -0.053 -0.010 0.003 -0.0997
P -0.3498 1.8943 -0.0096 0.072 0.472 0.093 1.0197
C -0.4117 3.6475 -0.1031 0.056 0.022 0.119 -0.3539
C 0.2895 4.2840 -1.1436 0.040 -0.068 -0.039 -0.0789
C 0.2536 5.6584 -1.2413 -0.022 0.044 0.031 -0.0285
C -0.4960 6.3985 -0.3273 0.009 -0.039 -0.009 0.0033
C -1.2116 5.7686 0.6878 0.017 0.033 -0.018 -0.0238
C -1.1833 4.3930 0.8020 -0.062 -0.049 0.033 -0.0553
C -1.2658 1.1625 1.3770 -0.028 0.074 -0.239 -0.5201
C -2.6808 1.1933 1.2987 0.001 0.004 0.054 -0.1147
C -3.4365 0.8907 2.4178 -0.040 -0.010 -0.029 -0.0277
C -2.8082 0.5502 3.6117 0.011 0.004 0.001 0.0026
C -1.4159 0.5054 3.6998 0.000 -0.008 0.001 -0.0206
C -0.6355 0.8158 2.6023 0.029 -0.057 -0.003 -0.0973
H 1.9920 1.9972 -0.0960 0.038 -0.021 0.067 0.1079
H 4.0540 0.4559 0.7219 0.001 0.005 0.002 0.1186
H 5.5001 -0.0950 2.6332 0.001 0.009 -0.004 0.1273
H 4.7244 -1.6796 4.3593 0.002 -0.001 0.002 0.1288
H 2.4955 -2.7232 4.1872 0.005 0.000 0.006 0.1224
H 1.0131 -2.1687 2.2956 -0.002 0.011 0.022 0.0737
H 3.1870 -2.4748 -0.6278 0.004 -0.002 -0.005 0.1126
H 4.0891 -3.2557 -2.7868 0.004 0.001 0.003 0.1255
H 3.5070 -2.0742 -4.8730 -0.004 -0.003 -0.003 0.1281
H 2.0046 -0.1167 -4.8220 0.003 0.005 -0.001 0.1225
H 1.0685 0.6675 -2.6826 0.034 0.016 -0.009 0.0836
H 0.8543 3.7066 -1.8675 -0.002 0.009 -0.004 0.1102
H 0.7971 6.1607 -2.0294 0.005 -0.003 -0.002 0.1293
H -0.5250 7.4768 -0.4113 -0.006 0.002 -0.002 0.1333
H -1.7846 6.3568 1.3911 -0.001 -0.004 0.006 0.1299
H -1.7301 3.9053 1.5995 0.000 0.008 -0.004 0.1120
H -3.1634 1.4742 0.3691 -0.010 0.011 0.007 0.1208
H -4.5161 0.9258 2.3616 -0.004 0.002 0.007 0.1327
H -3.4047 0.3239 4.4857 -0.007 0.001 0.002 0.1357
H -0.9407 0.2617 4.6407 0.005 -0.009 0.000 0.1336
H 0.4445 0.8311 2.6826 0.003 0.026 0.010 0.1077
C -4.2800 -1.0178 -3.2457 0.010 0.001 0.008 0.0118
C -4.3886 -1.8118 -2.1110 0.001 -0.003 -0.005 -0.0038
C -3.4016 -1.7418 -1.1522 -0.014 0.016 0.038 -0.1204
N -2.3393 -0.9209 -1.2750 -0.007 -0.056 0.102 -0.1293
C -2.2346 -0.1577 -2.3760 0.076 0.016 -0.031 -0.1266
C -3.1815 -0.1798 -3.3783 0.011 -0.003 0.013 -0.0055
H -5.0382 -1.0545 -4.0168 -0.003 -0.005 0.001 0.1376
H -5.2248 -2.4814 -1.9684 -0.002 -0.001 -0.004 0.1326
H -3.4484 -2.3493 -0.2568 -0.009 0.003 -0.006 0.1095
H -1.3577 0.4723 -2.4427 -0.015 -0.007 -0.019 0.0785
H -3.0530 0.4466 -4.2495 -0.005 0.005 -0.002 0.1306
Cl -1.7113 -6.4814 -0.5479 0.014 0.033 0.022 0.7002
C -0.4534 -5.7205 0.4159 0.171 -0.403 -0.003 -1.6228
Cl 1.1552 -6.0288 -0.2550 -0.120 0.037 0.042 0.6758
Cl -0.5428 -6.1985 2.1101 -0.013 0.035 -0.068 0.6941
C -0.6652 -4.2720 0.3651 -0.034 0.301 -0.059 -0.3094
N -0.8209 -3.1385 0.3260 -0.086 0.161 0.333 0.0679
```
Forces are in eV/Å.